Entry one
The following is a quantum chemistry calculation of a 4-piece molecular cluster, C3H15NO3 overall, from the Open Molecules 2025 dataset.

Computed properties:
SMILES   CC(C)N.O.O.O
LUMO level   0.56 eV
Kohn-Sham gap   10.08 eV

Geometry as XYZ:
```
22
C3H15NO3 the ωB97M-V functional and the def2-TZVPD basis
O 1.37839 -2.33619 -1.21454
O 3.52240 -0.13531 -0.22557
O -1.38766 -2.55467 -0.43747
N -1.91986 0.81828 -0.31100
C -0.45444 0.59733 1.64692
C 0.20383 2.09199 -0.18562
C -0.51953 0.77415 0.12695
H -1.81767 -1.80673 -0.88598
H -0.84516 1.44684 2.19602
H 0.20194 2.27998 -1.26419
H -2.52211 0.55284 0.47043
H 0.50645 -2.37540 -0.80412
H 0.06769 -0.04474 -0.29643
H -0.86277 -0.35344 1.99934
H 0.59017 0.48420 1.95424
H -0.33146 2.92207 0.27866
H 3.04571 -0.17980 0.60791
H -2.16992 1.71913 -0.70555
H -2.10902 -3.09913 -0.11011
H 2.89066 -0.48989 -0.86192
H 1.31813 -2.34066 -2.17251
H 1.21421 2.02917 0.19451
```

***

Entry two
The following is a quantum chemistry calculation of a 4-piece molecular cluster, C3H15NO3 overall, from the Open Molecules 2025 dataset.

Computed properties:
SMILES   CN(C)C.O.O.O
LUMO level   0.62 eV
Kohn-Sham gap   9.14 eV

Geometry as XYZ:
```
22
C3H15NO3 the ωB97M-V functional and the def2-TZVPD basis
O -2.04410 -2.70440 -0.28722
O -1.76899 -1.09243 2.16075
O -1.19714 -0.51410 -1.51206
N 0.91894 0.83982 -0.08195
C 1.42160 -0.39775 0.53599
C 1.83695 1.29684 -1.11640
C 0.34939 1.85595 0.79720
H 2.85238 1.26755 -0.67306
H -1.75752 -1.70860 1.31853
H 0.73711 -1.18399 0.83396
H -1.89427 -1.93693 -0.91606
H 2.12096 -0.84456 -0.22297
H -0.45823 1.59601 1.54206
H -0.25024 -0.13249 -1.47726
H -1.82955 0.13927 -1.82324
H 2.11571 -0.26437 1.50067
H 1.79581 0.53147 -1.93214
H 1.10922 2.47929 1.26495
H -2.59880 -3.36425 -0.73977
H -2.68179 -0.78658 2.27554
H 1.47616 2.23308 -1.58815
H -0.25358 2.69120 0.14064
```

***

Entry three
The following is a quantum chemistry calculation of C3H15NO3 as an isolated structure, from the Open Molecules 2025 dataset.

Computed properties:
LUMO level   -4.61 eV
Kohn-Sham gap   4.47 eV

Geometry as XYZ:
```
22
C3H15NO3 the ωB97M-V functional and the def2-TZVPD basis
O -1.94710 -0.93684 0.95329
O -2.36544 1.24648 0.04636
O 1.90382 0.19019 1.28721
N 1.00000 -0.94987 -0.71233
C 0.03006 0.12524 -0.80406
C 0.39141 -2.26263 -0.43185
C 0.60500 1.24735 -1.63867
H 0.63366 1.92550 2.37598
H 1.60918 -0.68067 0.16655
H -0.15486 -2.58359 -1.34271
H -2.13053 0.21264 0.57949
H -0.85571 -0.37513 -1.22489
H 0.99902 0.91346 -2.62797
H 1.44052 1.76635 -1.19885
H -2.29474 -1.09245 1.84300
H -0.19622 1.95453 -1.85703
H 0.79670 2.25199 1.73106
H -2.83806 1.81832 0.65775
H -0.17533 0.41558 0.22905
H 2.72108 -0.06877 1.74315
H 1.11715 -3.02053 -0.20104
H -0.28962 -2.09715 0.42647
```

***

Entry four
The following is a quantum chemistry calculation of a 4-piece molecular cluster, C3H15NO3 overall, from the Open Molecules 2025 dataset.

Computed properties:
SMILES   CCNC.O.O.O
LUMO level   0.69 eV
Kohn-Sham gap   10.25 eV

Geometry as XYZ:
```
22
C3H15NO3 the ωB97M-V functional and the def2-TZVPD basis
O -0.27232 -0.22497 -2.49313
O 1.43690 -1.52830 -0.71892
O 1.25838 -2.35474 2.09155
N -0.91862 0.51588 0.06039
C -2.29849 0.26588 0.48500
C 1.01055 2.07167 0.34159
C -0.47538 1.84968 0.46664
H 1.07795 -1.21704 -1.57033
H -2.48406 0.65036 1.49438
H 0.91015 -1.71610 2.70691
H 1.38655 2.04977 -0.68906
H -0.80235 2.10863 1.48528
H 1.25595 3.06362 0.71927
H -0.68843 0.16912 -1.67491
H 1.22601 -1.88756 1.24212
H -2.96597 0.76839 -0.20718
H -1.05398 2.54431 -0.16094
H 1.57383 1.26752 0.82190
H -2.52703 -0.79718 0.48843
H -0.30907 -0.21347 0.41292
H 1.71109 -2.43760 -0.87483
H -0.44286 0.38119 -3.21836
```

***

Winner for stability: entry four

***

Entry one
The following is a quantum chemistry calculation of an isolated ion of composition C4H9NO and charge -1, from the Open Molecules 2025 dataset.

Computed properties:
LUMO level (alpha / beta)   3.99 / 3.96 eV
Spin multiplicity   2
Total charge   -1
Kohn-Sham gap (alpha / beta)   3.42 / 6.82 eV

Geometry as XYZ:
```
15
C4H9NO the ωB97M-V functional and the def2-TZVPD basis
O -2.23129 1.12166 -2.25563
N 0.44284 0.22082 0.13763
C 0.63325 0.47646 1.55465
C -0.96471 0.34422 -0.27592
C 0.97179 -1.06098 -0.24479
C -1.13574 0.69229 -1.72874
H 1.22316 1.38115 1.72708
H -0.31015 0.54100 2.10400
H -1.43340 1.11776 0.33702
H 2.05511 -1.10043 -0.12423
H -1.47304 -0.62858 -0.02189
H -0.28585 0.38425 -2.32091
H 0.73788 -1.26491 -1.28691
H 1.21251 -0.33275 2.03744
H 0.55764 -1.89196 0.36119
```

***

Entry two
The following is a quantum chemistry calculation of a 2-piece molecular cluster, C4H9NO overall, from the Open Molecules 2025 dataset.

Computed properties:
LUMO level (alpha / beta)   3.54 / 3.53 eV
Spin multiplicity   2
Total charge   -1
Kohn-Sham gap (alpha / beta)   3.98 / 5.52 eV

Geometry as XYZ:
```
15
C4H9NO the ωB97M-V functional and the def2-TZVPD basis
O 3.72373 -2.73007 2.69518
N 0.78822 0.36789 -0.49040
C 1.90100 0.76104 -1.12871
C -3.02896 0.73130 -0.27146
C -0.56533 0.26060 -1.02422
C -1.58520 0.34019 -0.13223
H 3.14436 -2.97543 3.44867
H -3.04350 1.65072 -0.99601
H -0.71064 0.33582 -2.09431
H -3.52652 -0.02622 -0.88638
H 2.37357 1.70193 -0.67656
H -3.57187 0.91221 0.67427
H 2.33596 0.36150 -2.00229
H 2.99625 -2.48805 2.12154
H -1.23106 0.79656 0.76289
```

***

Winner for stability: entry one

***

Entry one
The following is a quantum chemistry calculation of one molecule with the formula C3H5P3, from the Open Molecules 2025 dataset.

Computed properties:
LUMO level   -0.78 eV
Kohn-Sham gap   7.85 eV

Geometry as XYZ:
```
11
C3H5P3 the ωB97M-V functional and the def2-TZVPD basis
P 2.60135 0.61045 0.97676
P 2.71463 -0.01161 -0.94486
P 0.42940 -1.88202 0.03471
C -0.10616 -0.29426 -0.02921
C 1.23550 0.80252 -0.23494
C -1.46705 0.26016 0.10958
H 0.88791 1.77830 -0.55320
H -1.63490 1.08218 -0.58861
H -2.21115 -0.52000 -0.06785
H -0.83912 -2.47005 0.17134
H -1.61041 0.64434 1.12627
```

***

Entry two
The following is a quantum chemistry calculation of a 2-piece molecular cluster, C3H5P3 overall, from the Open Molecules 2025 dataset.

Computed properties:
LUMO level   -0.71 eV
Kohn-Sham gap   7.89 eV

Geometry as XYZ:
```
11
C3H5P3 the ωB97M-V functional and the def2-TZVPD basis
P -1.61077 1.46794 1.56516
P 0.50139 0.61151 -0.54999
P -2.57028 0.70685 -0.40268
C -0.04135 1.21159 1.10997
C -1.11541 0.30355 -1.05716
C 1.30376 -1.09727 -0.01360
H 2.21369 -1.03330 0.57745
H 0.76519 1.32120 1.78083
H 0.56830 -1.54307 0.58777
H 1.40058 -1.61713 -0.99872
H -1.41510 -0.33188 -2.59903
```

***

Entry three
The following is a quantum chemistry calculation of one molecule with the formula C3H5P3, from the Open Molecules 2025 dataset.

Computed properties:
SMILES   [H]/P=C(\C)P1#P=C1
LUMO level   -0.22 eV
Kohn-Sham gap   8.20 eV

Geometry as XYZ:
```
11
C3H5P3 the ωB97M-V functional and the def2-TZVPD basis
P -1.23590 0.66601 0.67420
P -1.50935 -2.20792 0.10995
P -0.62281 2.66579 -0.23919
C -0.49346 -0.89883 -0.20232
C 0.86838 -0.54920 -0.75075
C -0.20966 2.19184 1.27978
H 0.35435 2.47017 2.14384
H 0.74456 0.47499 -1.19486
H 1.48580 -0.27049 0.16697
H 1.41836 -1.28099 -1.36346
H -0.80028 -3.26136 -0.62414
```

***

Winner for stability: entry one

***

Entry one
The following is a quantum chemistry calculation of a 2-piece molecular cluster, C3H7Cl2P overall, from the Open Molecules 2025 dataset.

Computed properties:
SMILES   [H]/P=C(\C)CCl.Cl
LUMO level   -0.05 eV
Kohn-Sham gap   8.83 eV

Geometry as XYZ:
```
13
C3H7Cl2P the ωB97M-V functional and the def2-TZVPD basis
Cl 0.17946 2.57600 0.63446
Cl -1.35375 -1.62272 -1.72743
P 1.76320 -1.12111 -0.56714
C 0.58511 0.02072 -0.03427
C 0.40919 1.33798 -0.68772
C -0.26157 -0.13294 1.17484
H -1.22852 0.05795 0.65690
H -0.09505 -1.14334 1.59478
H 1.45000 -2.09195 0.44648
H 0.02555 0.42253 2.07248
H 1.27572 1.66362 -1.15290
H -0.33304 1.34627 -1.39950
H -2.41628 -1.31301 -1.01098
```

***

Entry two
The following is a quantum chemistry calculation of a 2-piece molecular cluster, C3H7Cl2P overall, from the Open Molecules 2025 dataset.

Computed properties:
LUMO level (alpha / beta)   -1.05 / -0.16 eV
Kohn-Sham gap (alpha / beta)   6.83 / 8.46 eV

Geometry as XYZ:
```
13
C3H7Cl2P the ωB97M-V functional and the def2-TZVPD basis
Cl 2.08416 0.58245 0.40757
Cl -0.56191 1.38433 0.21899
P 0.65619 2.80955 -2.04805
C -0.99295 -1.71939 1.28842
C 0.19676 -1.30210 0.47764
C 0.56258 0.14393 0.66640
H -1.95646 -1.45830 0.69955
H 1.05912 -1.81657 0.77132
H 0.86082 2.90997 -3.46745
H -0.06249 -1.64086 -0.50941
H 0.25761 4.09872 -2.14910
H -1.12356 -1.25527 2.19637
H -0.97986 -2.73646 1.44776
```

***

Entry three
The following is a quantum chemistry calculation of a 2-piece molecular cluster, C3H7Cl2P overall, from the Open Molecules 2025 dataset.

Computed properties:
LUMO level   0.06 eV
Kohn-Sham gap   8.69 eV

Geometry as XYZ:
```
13
C3H7Cl2P the ωB97M-V functional and the def2-TZVPD basis
Cl -1.34177 3.25263 0.02169
Cl -2.11304 -1.02506 -0.17597
P -1.01154 -2.03591 1.18158
C 1.23497 0.54693 -1.26821
C -0.09812 2.73294 -0.94064
C 0.61432 1.53940 -0.31792
H -2.03488 -2.79762 1.87916
H 1.26122 2.26692 0.14339
H -0.78470 -3.00860 0.21683
H 2.04143 1.00343 -1.84892
H 1.65168 -0.30013 -0.80105
H 0.15736 1.07623 0.47603
H 0.60678 0.05713 -2.07228
```

***

Winner for stability: entry one